No. 1
C47H37F3KN7SSb | wB97M-V/def2-TZVPD

XYZ file:
```
97
Properties=species:S:1:pos:R:3:forces:R:3
K -0.420 1.282 -1.185 -0.43 -0.05 -0.39
S 0.897 0.234 1.232 0.42 -0.16 0.00
C 2.310 0.943 0.486 -0.11 -0.09 0.10
C 3.365 1.426 1.291 0.05 -0.11 -0.03
C 4.457 2.019 0.706 0.01 0.01 0.01
C 4.515 2.129 -0.685 -0.01 -0.01 0.00
C 3.452 1.625 -1.403 -0.01 0.00 -0.01
N 2.379 1.050 -0.854 -0.08 0.04 -0.02
H 3.284 1.329 2.364 0.06 -0.02 -0.08
H 5.262 2.400 1.324 0.00 0.00 0.00
H 5.354 2.588 -1.189 0.00 0.01 0.00
H 3.447 1.687 -2.488 0.00 0.00 0.00
C 0.600 6.113 -2.148 -0.03 -0.05 -0.01
C 0.236 4.788 -2.325 -0.01 0.12 0.01
N 0.608 3.816 -1.492 0.17 0.21 -0.07
C 1.348 4.151 -0.441 0.11 -0.16 -0.19
C 1.732 5.455 -0.143 0.01 0.04 0.06
C 1.357 6.449 -1.038 0.02 -0.01 -0.01
C 2.529 5.762 1.057 0.04 0.09 -0.15
C 2.507 5.160 2.244 0.03 -0.11 0.19
C 1.652 4.055 2.732 0.03 0.04 -0.07
C 0.352 3.825 2.302 -0.14 -0.02 0.23
C -0.334 2.783 2.901 -0.01 0.05 0.12
N 0.207 2.020 3.846 0.03 0.16 0.20
C 1.461 2.309 4.166 -0.18 0.03 0.04
N 2.211 3.289 3.676 -0.08 0.09 0.06
H 0.279 6.865 -2.856 0.00 0.00 -0.01
H -0.393 4.493 -3.157 0.01 0.00 0.00
H 1.657 3.341 0.211 0.03 0.03 -0.16
H 1.647 7.479 -0.859 0.01 -0.01 0.01
H 3.241 6.573 0.934 -0.05 0.02 0.01
H 3.224 5.488 2.990 0.01 -0.01 -0.02
H -0.116 4.433 1.540 -0.04 0.01 0.12
H -1.355 2.557 2.614 0.10 -0.04 0.09
H 1.924 1.683 4.922 0.00 -0.01 0.00
F 1.128 -7.433 -4.332 0.00 0.00 0.01
C 1.121 -6.294 -3.593 -0.02 -0.02 -0.01
C -0.081 -5.826 -3.103 0.04 0.01 -0.01
C -0.073 -4.658 -2.353 -0.01 -0.03 -0.01
C 1.105 -3.956 -2.083 -0.09 0.07 -0.01
C 2.289 -4.478 -2.595 0.08 0.03 0.00
C 2.312 -5.648 -3.351 -0.02 0.02 0.01
Sb 0.928 -2.049 -0.973 0.19 -0.39 -0.02
C 2.928 -2.183 -0.208 0.01 0.05 0.04
C 3.200 -2.514 1.117 -0.02 -0.01 0.00
C 4.500 -2.510 1.607 -0.01 0.00 -0.01
C 5.524 -2.159 0.752 0.01 0.01 0.01
F 6.795 -2.145 1.224 -0.01 0.00 0.00
C 5.301 -1.808 -0.562 0.00 0.00 0.02
C 3.992 -1.819 -1.029 0.00 0.01 -0.03
C -0.076 -3.111 0.603 -0.04 0.03 0.02
C 0.273 -4.415 0.949 0.01 -0.02 -0.01
C -0.420 -5.110 1.931 0.00 0.01 -0.01
C -1.482 -4.483 2.551 -0.02 -0.01 0.02
F -2.171 -5.162 3.500 0.01 0.00 -0.01
C -1.864 -3.195 2.243 0.03 0.00 -0.01
C -1.143 -2.515 1.268 -0.02 0.03 0.03
H -0.994 -6.372 -3.305 0.00 0.00 0.00
H -1.017 -4.305 -1.950 0.01 0.03 0.01
H 3.233 -3.983 -2.397 -0.01 0.01 0.01
H 3.235 -6.056 -3.742 0.00 0.00 0.00
H 2.386 -2.754 1.790 0.00 -0.01 0.00
H 4.719 -2.759 2.637 0.00 0.00 0.00
H 6.132 -1.517 -1.191 0.00 0.00 -0.01
H 3.809 -1.511 -2.054 -0.01 0.00 0.01
H 1.095 -4.909 0.442 0.00 0.01 0.00
H -0.153 -6.121 2.211 0.00 0.00 0.00
H -2.696 -2.735 2.759 0.00 0.00 0.00
H -1.421 -1.495 1.041 0.00 0.01 -0.02
N -5.569 -3.255 -0.701 -0.06 -0.01 -0.03
C -4.491 -2.454 -1.011 0.01 -0.01 0.02
C -3.602 -2.793 -2.035 0.02 0.01 0.00
C -2.548 -1.945 -2.311 0.06 -0.05 0.02
N -2.309 -0.806 -1.659 -0.12 0.09 -0.05
C -3.184 -0.481 -0.703 0.01 -0.07 0.05
C -4.270 -1.253 -0.342 0.02 -0.09 -0.01
H -5.507 -4.224 -0.961 0.02 0.00 0.01
H -6.007 -3.094 0.190 0.01 0.02 0.02
H -3.728 -3.708 -2.602 0.00 0.00 0.00
H -1.839 -2.208 -3.090 0.00 0.01 -0.01
H -3.003 0.446 -0.169 -0.04 -0.04 -0.01
H -4.925 -0.914 0.451 0.04 -0.08 -0.03
C -2.922 3.329 -1.606 0.00 0.11 0.00
C -3.739 2.830 -0.624 0.11 -0.15 -0.03
C -5.056 2.298 -0.888 -0.05 0.01 0.01
C -5.782 1.652 0.066 -0.03 0.07 -0.06
C -5.299 1.474 1.383 0.00 0.00 0.08
C -4.046 2.044 1.694 0.03 0.04 0.01
C -3.311 2.710 0.753 0.01 0.06 0.00
C -6.039 0.724 2.331 -0.01 0.16 -0.03
N -6.661 0.104 3.086 0.02 -0.08 -0.01
H -1.981 3.793 -1.342 -0.01 0.03 0.01
H -3.264 3.422 -2.630 -0.01 0.01 0.01
H -5.455 2.389 -1.892 0.01 0.01 0.00
H -6.755 1.244 -0.191 0.01 -0.01 0.00
H -3.658 1.939 2.702 -0.02 0.00 0.02
H -2.345 3.127 1.023 -0.11 0.04 -0.08
```
Positions in Å, forces in eV/Å.

- Electronic energy: -101622.5459 eV
- Total charge: -1
- Energy relative to the best compared isomer or geometry (same formula, charge and spin): 17.3 kcal per mole
- M: 949.78 g mol⁻¹
- HOMO-LUMO gap: 5.1 eV

No. 2
C47H37GeN6O4V | wB97M-V/def2-TZVPD

XYZ file:
```
96
Properties=species:S:1:pos:R:3:forces:R:3
V -1.086 0.299 0.585 1.09 0.34 -0.27
O -6.847 -1.719 -2.236 0.11 -0.26 -0.12
C -6.471 -0.557 -2.052 -0.23 0.13 0.36
O -6.795 0.523 -2.569 0.06 0.17 -0.18
C -5.343 -0.399 -1.001 0.07 -0.02 -0.03
C -4.609 -1.513 -0.600 0.10 0.05 -0.04
C -3.385 -1.309 0.011 -0.20 0.04 0.14
N -2.952 -0.056 0.233 -0.37 -0.13 -0.09
C -3.767 1.010 0.111 -0.13 -0.20 0.15
C -4.979 0.866 -0.544 0.15 0.01 -0.12
C -3.211 2.155 0.833 -0.12 -0.10 0.03
C -3.801 3.413 0.883 -0.03 -0.04 0.07
C -3.256 4.378 1.701 0.06 -0.06 0.00
C -2.127 4.062 2.456 -0.03 0.00 0.00
C -1.567 2.813 2.326 0.12 0.01 0.04
N -2.070 1.859 1.524 -0.45 0.56 -0.08
C -2.405 -2.268 0.503 -0.11 -0.04 0.08
C -2.564 -3.651 0.462 0.00 0.04 0.01
C -1.567 -4.459 0.960 0.01 0.04 0.01
C -0.414 -3.866 1.477 0.03 0.03 0.01
C -0.316 -2.496 1.488 0.04 -0.05 0.06
N -1.296 -1.687 1.039 -0.22 -0.57 -0.26
H -5.004 -2.488 -0.855 -0.01 -0.02 -0.03
H -5.634 1.695 -0.777 -0.04 0.02 -0.02
H -4.689 3.607 0.300 -0.02 0.00 -0.01
H -3.704 5.360 1.764 -0.01 0.03 0.01
H -1.683 4.779 3.130 0.01 0.02 0.01
H -0.677 2.548 2.885 -0.03 0.02 -0.04
H -3.467 -4.067 0.039 -0.02 0.00 -0.01
H -1.674 -5.534 0.944 0.00 -0.03 0.00
H 0.396 -4.464 1.870 0.01 -0.01 0.01
H 0.571 -2.008 1.871 0.04 0.00 0.00
C -2.213 2.597 -2.947 0.08 -0.02 0.00
C -1.699 1.469 -2.115 0.05 0.06 -0.02
O -1.147 1.719 -1.032 -0.14 -0.19 0.13
C -1.896 0.081 -2.546 -0.04 -0.01 -0.04
C -2.990 -0.247 -3.353 0.03 -0.03 0.02
C -3.262 -1.564 -3.677 0.03 0.01 0.00
C -2.413 -2.564 -3.223 0.01 0.02 0.00
C -1.312 -2.259 -2.434 0.02 0.04 -0.04
C -1.057 -0.947 -2.076 -0.02 0.00 0.02
O 0.024 -0.670 -1.253 -0.21 0.05 -0.13
H -1.752 3.526 -2.621 0.00 0.00 0.00
H -3.294 2.665 -2.791 -0.03 0.01 0.02
H -2.044 2.434 -4.010 0.00 -0.01 0.02
H -3.674 0.526 -3.678 -0.03 0.03 -0.02
H -4.143 -1.806 -4.253 -0.05 -0.01 -0.02
H -2.616 -3.595 -3.473 -0.01 -0.05 -0.01
H -0.650 -3.035 -2.070 0.01 -0.02 0.00
Ge 1.625 -0.529 -2.228 0.02 -0.09 0.10
C 3.078 -1.125 -1.105 -0.08 0.00 0.02
C 3.506 -2.436 -1.323 0.02 0.01 -0.02
C 4.612 -2.944 -0.657 -0.02 -0.03 -0.02
C 5.307 -2.145 0.236 -0.02 -0.01 0.09
C 4.885 -0.845 0.476 -0.03 -0.01 0.02
C 3.778 -0.339 -0.187 -0.01 0.05 -0.05
C 1.676 1.240 -3.007 0.01 -0.03 0.05
C 0.897 1.471 -4.142 -0.02 -0.02 0.01
C 0.902 2.713 -4.762 0.00 -0.03 0.00
C 1.692 3.735 -4.258 0.01 0.02 0.00
C 2.488 3.512 -3.144 -0.01 -0.01 0.01
C 2.483 2.271 -2.525 -0.02 -0.02 -0.03
H 1.347 -1.575 -3.311 0.03 0.01 0.00
H 2.987 -3.065 -2.038 -0.01 -0.02 -0.01
H 4.936 -3.958 -0.844 0.00 -0.03 0.00
H 6.171 -2.538 0.753 0.03 -0.01 0.00
H 5.424 -0.221 1.176 0.02 0.03 0.02
H 3.476 0.680 0.011 0.00 0.00 0.00
H 0.289 0.674 -4.557 0.01 0.00 -0.01
H 0.303 2.879 -5.646 -0.03 0.00 -0.04
H 1.702 4.699 -4.745 0.00 0.03 -0.02
H 3.126 4.301 -2.769 0.02 0.02 0.02
H 3.136 2.104 -1.679 0.04 -0.01 0.06
C 2.239 2.732 1.492 0.08 -0.22 0.05
C 1.355 1.909 0.825 -0.02 0.26 -0.05
N 0.771 0.851 1.411 0.43 0.19 0.31
C 1.105 0.558 2.673 0.00 -0.11 -0.03
C 2.032 1.290 3.404 -0.04 0.01 0.00
C 2.587 2.413 2.797 -0.10 0.02 -0.01
C 2.354 0.966 4.810 0.02 0.08 -0.03
C 2.868 -0.152 5.319 -0.04 -0.05 0.05
C 3.264 -1.393 4.630 0.00 0.01 0.06
C 4.197 -2.231 5.231 -0.03 0.03 -0.03
C 4.552 -3.379 4.547 0.01 0.00 0.04
N 4.028 -3.691 3.366 0.00 -0.03 -0.04
C 3.140 -2.831 2.886 0.05 -0.01 -0.08
N 2.723 -1.705 3.448 0.01 -0.02 -0.01
H 2.654 3.594 0.991 0.02 0.02 -0.02
H 1.066 2.115 -0.198 -0.05 0.01 0.01
H 0.607 -0.287 3.132 0.02 0.08 -0.02
H 3.281 3.034 3.349 0.03 0.02 0.01
H 2.188 1.785 5.503 0.05 0.02 0.01
H 3.081 -0.148 6.381 0.01 0.00 0.03
H 4.630 -1.993 6.191 0.01 0.01 0.03
H 5.275 -4.074 4.957 0.02 -0.02 0.01
H 2.711 -3.075 1.921 -0.03 -0.02 -0.10
```
Positions in Å, forces in eV/Å.

- Electronic energy: -148670.1560 eV
- Multiplicity: 2
- Total charge: +1
- Energy relative to the best compared isomer or geometry (same formula, charge and spin): 4.5 kcal per mole
- M: 873.40 g mol⁻¹
- HOMO-LUMO gap (alpha / beta): 6.6 / 5.5 eV